11
Properties=species:S:1:pos:R:3:forces:R:3:mulliken_charge:R:1 method="wB97M-V/def2-TZVPD" lumo_ev=-0.80 total_energy_ev=-39200.2564 smiles="S=CN1OCSC1=S"
S 1.84918 1.03905 -2.37240 -0.475 0.006 0.361 -0.25
C 0.53554 1.03575 -1.41110 0.423 -0.090 -0.351 -0.17
N 0.13830 0.09218 -0.50287 0.212 -0.213 0.004 0.19
O -1.08648 0.41132 0.09912 -0.228 0.043 -0.057 -0.31
C -1.02600 -0.06388 1.42494 0.309 0.154 0.026 -0.28
S -0.27535 -1.69839 1.28124 0.153 -0.262 -0.143 -0.08
C 0.64441 -1.15860 -0.13033 -0.242 0.449 0.104 0.18
S 1.84784 -1.98406 -0.81916 -0.090 0.013 0.043 -0.23
H -0.19279 1.84670 -1.41641 0.097 -0.061 0.016 0.36
H -0.39741 0.58585 2.03937 -0.034 0.008 0.003 0.27
H -2.03723 -0.10593 1.80761 -0.124 -0.048 -0.007 0.32